Record 1
Below is 14 unconnected molecules or ions with the total composition C48H112Cl12N4O20P4 in a non-equilibrium geometry, with properties calculated with ωB97M-V with the def2-TZVPD basis set.

Structure (XYZ):
```
200
C48H112Cl12N4O20P4 | OMol25 | ωB97M-V with the def2-TZVPD basis set
C -6.55 -5.78 -0.97
O -5.52 -5.71 -1.62
N -6.92 -4.79 -0.12
C -8.25 -4.63 0.44
C -6.07 -3.62 0.03
H -7.27 -6.59 -1.17
H -8.88 -5.47 0.15
H -8.72 -3.77 -0.06
H -8.31 -4.50 1.52
H -6.20 -3.19 1.02
H -5.02 -3.85 -0.07
H -6.47 -2.90 -0.69
C -4.73 2.54 4.47
O -4.06 2.04 3.59
N -5.90 3.17 4.25
C -6.76 3.39 5.41
C -6.55 3.29 2.98
H -4.46 2.55 5.54
H -7.41 4.25 5.25
H -6.21 3.58 6.33
H -7.35 2.49 5.61
H -6.35 2.40 2.37
H -7.62 3.39 3.07
H -6.16 4.16 2.45
C -1.38 -0.31 7.96
O -1.97 0.64 8.44
N -1.66 -0.81 6.72
C -0.92 -2.00 6.29
C -2.75 -0.51 5.84
H -0.68 -0.97 8.49
H -1.52 -2.77 5.80
H -0.33 -2.42 7.10
H -0.26 -1.67 5.48
H -3.13 0.50 6.01
H -2.40 -0.51 4.81
H -3.60 -1.19 5.93
C -3.00 -2.61 -4.52
O -2.54 -1.67 -5.13
N -2.51 -3.04 -3.32
C -3.24 -3.92 -2.41
C -1.13 -2.83 -2.91
H -4.00 -3.08 -4.59
H -3.45 -3.43 -1.46
H -2.84 -4.93 -2.34
H -4.23 -4.09 -2.84
H -0.56 -2.45 -3.76
H -1.09 -2.04 -2.14
H -0.64 -3.65 -2.39
Cl 4.67 -1.73 0.11
C 3.36 -1.44 -1.10
C 3.20 -2.64 -2.02
Cl 2.73 -4.08 -1.08
H 3.62 -0.61 -1.76
H 2.43 -1.28 -0.57
H 4.06 -2.90 -2.62
H 2.31 -2.46 -2.62
Cl -8.85 -2.37 3.88
C -7.14 -2.83 4.27
C -6.30 -1.56 4.24
Cl -6.17 -0.89 2.63
H -6.82 -3.57 3.55
H -7.17 -3.23 5.28
H -5.31 -1.66 4.68
H -6.80 -0.78 4.82
Cl -6.35 0.17 -0.53
C -5.69 1.60 -1.37
C -4.20 1.38 -1.70
Cl -3.88 2.60 -3.01
H -5.82 2.48 -0.75
H -6.18 1.62 -2.34
H -4.00 0.42 -2.16
H -3.51 1.50 -0.87
Cl -2.24 -7.79 2.88
C -2.12 -6.55 4.13
C -0.79 -5.79 4.17
Cl -0.79 -4.55 2.93
H -2.11 -7.09 5.08
H -3.00 -5.90 4.14
H 0.02 -6.50 4.00
H -0.62 -5.39 5.17
Cl 0.31 5.67 1.25
C 0.02 5.00 -0.37
C 0.47 5.93 -1.49
Cl -0.40 7.49 -1.35
H -1.03 4.72 -0.42
H 0.54 4.04 -0.38
H 0.27 5.44 -2.43
H 1.50 6.28 -1.46
Cl 2.33 -3.79 4.02
C 2.99 -3.74 2.37
C 4.39 -4.37 2.28
Cl 4.37 -6.10 2.00
H 3.11 -2.69 2.11
H 2.23 -4.21 1.77
H 4.80 -4.25 3.29
H 5.11 -3.93 1.59
C 6.79 -0.85 -6.46
C 5.72 -1.00 -7.52
O 4.79 -2.08 -7.12
P 3.55 -1.61 -6.21
O 4.03 -1.10 -4.91
O 2.66 -2.93 -6.07
C 3.16 -4.21 -6.49
C 2.29 -5.25 -5.83
O 2.80 -0.56 -7.14
C 1.57 0.08 -6.70
C 0.43 -0.95 -6.54
H 7.02 -1.78 -5.95
H 7.71 -0.44 -6.88
H 6.55 -0.08 -5.72
H 5.15 -0.11 -7.76
H 6.14 -1.52 -8.38
H 3.20 -4.28 -7.58
H 4.19 -4.37 -6.16
H 1.29 -5.14 -6.25
H 2.70 -6.24 -6.04
H 2.26 -5.15 -4.74
H 1.90 0.56 -5.79
H 1.23 0.76 -7.48
H -0.50 -0.51 -6.19
H 0.18 -1.49 -7.46
H 0.75 -1.74 -5.87
C 7.72 1.46 7.62
C 6.70 0.38 7.92
O 5.40 0.94 8.05
P 4.40 0.69 6.82
O 4.46 -0.66 6.26
O 3.03 1.17 7.51
C 1.83 0.85 6.82
C 0.89 2.03 6.78
O 4.70 1.82 5.73
C 4.83 3.18 6.17
C 5.10 4.06 4.96
H 7.51 1.95 6.67
H 7.68 2.21 8.41
H 8.76 1.13 7.68
H 6.87 -0.45 7.24
H 7.00 -0.08 8.87
H 2.03 0.53 5.79
H 1.43 -0.02 7.35
H 1.27 2.86 6.18
H -0.15 1.95 6.47
H 0.80 2.39 7.81
H 3.91 3.45 6.69
H 5.61 3.36 6.92
H 5.11 5.10 5.27
H 6.06 3.78 4.54
H 4.28 3.91 4.25
C 4.77 3.56 -4.25
C 4.12 2.60 -5.26
O 2.70 2.74 -5.38
P 1.95 4.09 -5.77
O 1.50 4.85 -4.59
O 3.09 4.82 -6.70
C 3.26 6.26 -6.52
C 2.92 6.86 -7.86
O 0.87 3.65 -6.84
C -0.21 4.51 -7.20
C -1.35 4.34 -6.15
H 5.75 3.19 -3.97
H 4.75 4.54 -4.73
H 4.20 3.57 -3.33
H 4.61 2.77 -6.22
H 4.27 1.57 -4.95
H 2.60 6.71 -5.78
H 4.28 6.43 -6.18
H 3.65 6.56 -8.62
H 1.93 6.61 -8.23
H 2.93 7.96 -7.92
H 0.19 5.52 -7.28
H -0.66 4.19 -8.14
H -2.00 3.52 -6.47
H -0.95 4.14 -5.16
H -2.05 5.17 -6.19
C 2.77 0.80 2.42
C 1.72 1.55 1.60
O 0.65 0.59 1.45
P -0.56 1.00 0.46
O -1.14 2.33 0.64
O 0.18 0.72 -0.94
C -0.50 1.26 -2.09
C 0.15 0.85 -3.38
O -1.61 -0.20 0.53
C -2.23 -0.53 1.79
C -2.86 -1.90 1.67
H 3.27 0.09 1.77
H 3.55 1.46 2.81
H 2.24 0.30 3.23
H 1.47 2.48 2.11
H 2.05 1.80 0.59
H -1.52 0.85 -2.02
H -0.74 2.32 -1.98
H -0.24 1.39 -4.23
H 1.23 1.07 -3.37
H 0.07 -0.23 -3.48
H -1.61 -0.51 2.68
H -3.04 0.20 1.85
H -3.19 -2.20 2.67
H -3.79 -1.92 1.10
H -2.25 -2.70 1.25
```

E_HOMO (eV): -9.1
Electronic energy (a.u.): -10508.05725
Net charge: 0
Max |F| (eV Å⁻¹): 2.67
LUMO energy (Ha): 0.0034

***

Record 2
Below is 11 unconnected molecules or ions with the total composition C48H112F18N11O20S6 in a non-equilibrium geometry, with properties calculated with ωB97M-V with the def2-TZVPD basis set.

Structure (XYZ):
```
215
C48H112F18N11O20S6 | OMol25 | ωB97M-V with the def2-TZVPD basis set
C 1.55 -2.40 -4.08
C 2.99 -2.91 -3.97
C 3.70 -2.46 -5.30
C 5.19 -2.17 -5.21
C 5.65 -1.36 -4.02
C 5.22 -1.90 -2.64
N 3.75 -2.24 -2.80
O 2.97 -2.09 -1.61
C 5.42 -0.72 -1.68
C 5.94 -3.13 -2.14
C 3.09 -4.44 -3.79
H 1.37 -1.32 -4.05
H 0.92 -2.78 -3.27
H 1.01 -2.56 -5.01
H 3.18 -1.54 -5.57
H 3.51 -3.11 -6.15
H 5.51 -1.67 -6.12
H 5.72 -3.12 -5.18
H 5.26 -0.36 -4.19
H 6.74 -1.30 -4.01
H 6.14 0.02 -2.02
H 5.67 -1.09 -0.68
H 4.52 -0.15 -1.46
H 7.01 -2.92 -2.18
H 5.65 -4.05 -2.65
H 5.73 -3.33 -1.09
H 2.37 -4.85 -4.50
H 2.72 -4.75 -2.81
H 4.08 -4.89 -3.84
C -6.93 0.53 2.57
N -7.42 0.94 1.13
C -7.66 -0.32 0.25
C -8.76 1.72 1.28
C -6.31 1.90 0.55
C -5.09 1.18 -0.06
O -4.34 0.52 0.83
H -7.69 -0.13 2.99
H -6.79 1.36 3.26
H -6.13 -0.18 2.36
H -8.58 -0.83 0.53
H -6.78 -0.96 0.36
H -7.66 0.10 -0.76
H -9.08 1.97 0.27
H -8.53 2.61 1.86
H -9.46 1.12 1.85
H -6.05 2.68 1.27
H -6.67 2.45 -0.32
H -4.50 1.92 -0.60
H -5.28 0.44 -0.84
H -4.46 -0.43 0.71
C -1.00 -1.00 -0.06
N -0.41 0.37 0.41
C -1.23 1.47 -0.21
C -0.81 0.44 1.94
C 1.10 0.52 0.28
C 1.58 1.25 -1.02
O 1.18 0.48 -2.17
H -0.38 -1.76 0.41
H -0.91 -0.96 -1.15
H -2.02 -1.18 0.27
H -2.24 1.45 0.21
H -1.30 1.21 -1.27
H -0.88 2.50 -0.18
H -0.34 -0.43 2.38
H -1.87 0.42 2.20
H -0.26 1.36 2.16
H 1.50 -0.49 0.18
H 1.50 1.02 1.16
H 2.65 1.12 -0.90
H 1.42 2.33 -1.03
H 1.18 1.01 -2.97
C 0.51 -1.22 -8.20
N 1.08 -0.02 -9.07
C 2.53 -0.47 -9.48
C 0.25 0.14 -10.40
C 1.06 1.37 -8.35
C 2.27 1.61 -7.31
O 2.08 0.65 -6.30
H 0.36 -2.02 -8.92
H -0.42 -0.89 -7.74
H 1.26 -1.42 -7.43
H 2.95 0.28 -10.14
H 2.51 -1.40 -10.04
H 3.06 -0.60 -8.54
H 0.48 -0.72 -11.03
H 0.41 1.13 -10.82
H -0.81 0.02 -10.18
H 0.07 1.46 -7.90
H 1.05 2.22 -9.03
H 2.27 2.63 -6.91
H 3.26 1.51 -7.75
H 1.95 1.17 -5.50
C 4.09 3.34 0.05
N 4.94 3.33 1.32
C 4.22 4.35 2.29
C 5.00 1.93 1.97
C 6.35 3.89 1.07
C 7.03 3.36 -0.16
O 7.21 1.96 -0.14
H 4.43 2.60 -0.68
H 4.22 4.27 -0.50
H 3.10 3.15 0.47
H 4.86 4.36 3.16
H 3.20 4.07 2.57
H 4.20 5.37 1.90
H 5.59 2.13 2.86
H 5.31 1.14 1.28
H 4.01 1.67 2.34
H 6.99 3.79 1.94
H 6.07 4.93 0.91
H 8.01 3.80 -0.31
H 6.49 3.78 -1.01
H 8.08 1.84 -0.53
C -1.79 1.04 5.59
N -3.00 1.52 6.39
C -4.34 1.40 5.68
C -3.04 0.68 7.67
C -2.81 3.02 6.66
C -1.43 3.46 7.13
O -1.09 3.08 8.44
H -1.01 0.90 6.34
H -1.57 1.68 4.74
H -2.06 0.03 5.26
H -4.47 0.38 5.33
H -4.23 2.03 4.80
H -5.17 1.74 6.32
H -3.19 -0.34 7.33
H -3.96 0.87 8.21
H -2.07 0.66 8.18
H -3.65 3.37 7.26
H -2.95 3.46 5.67
H -1.26 4.53 7.12
H -0.64 3.09 6.46
H -0.18 3.30 8.66
C 0.15 -4.37 -0.15
C -0.26 -5.90 -0.12
C 0.07 -6.66 1.18
O -0.28 -7.98 1.01
C -0.08 -8.89 2.12
N -1.76 -6.08 -0.41
H -2.31 -5.33 -0.03
H -2.01 -6.19 -1.38
H -2.15 -6.91 0.01
H -0.22 -3.94 0.79
H -0.28 -3.77 -0.94
H 1.22 -4.21 -0.14
H 0.19 -6.42 -0.96
H -0.48 -6.22 2.02
H 1.15 -6.55 1.32
H -0.88 -8.85 2.86
H 0.83 -8.69 2.69
H -0.16 -9.93 1.80
C 1.63 -0.40 5.04
C 1.83 -1.35 6.21
C 0.56 -1.51 7.13
O -0.46 -2.12 6.40
C -1.43 -2.73 7.22
N 2.34 -2.72 5.64
H 1.63 -3.15 5.07
H 3.25 -2.69 5.20
H 2.45 -3.37 6.40
H 1.08 -0.81 4.19
H 2.59 -0.28 4.55
H 1.23 0.58 5.28
H 2.65 -0.99 6.83
H 0.28 -0.50 7.44
H 0.82 -1.99 8.07
H -1.14 -3.76 7.47
H -2.35 -2.68 6.65
H -1.67 -2.22 8.15
C -4.40 -2.11 -2.19
F -4.25 -2.81 -3.32
F -3.21 -1.60 -1.79
F -5.27 -1.12 -2.49
S -5.17 -3.26 -0.71
O -6.62 -3.39 -0.93
O -4.34 -4.45 -0.94
N -4.77 -2.27 0.71
S -4.37 -3.25 1.71
O -5.30 -4.41 1.87
O -2.99 -3.64 1.58
C -4.38 -2.24 3.45
F -3.67 -1.10 3.27
F -5.60 -1.87 3.90
F -3.76 -3.03 4.33
C 3.98 2.45 -3.74
F 4.39 2.04 -4.91
F 3.67 1.40 -3.02
F 4.86 3.33 -3.21
S 2.27 3.36 -3.88
O 2.03 4.07 -2.64
O 2.49 4.26 -5.02
N 1.22 2.04 -4.17
S -0.14 2.85 -4.05
O -0.55 3.23 -2.72
O -0.14 3.95 -5.06
C -1.39 1.55 -4.69
F -1.36 0.43 -3.95
F -2.58 2.11 -4.73
F -1.09 1.12 -5.94
C 0.73 6.08 3.12
F -0.13 7.02 3.55
F 1.36 6.44 2.03
F 1.57 5.91 4.11
S -0.24 4.44 2.80
O 0.75 3.47 2.30
O -0.90 4.22 4.11
N -1.22 4.92 1.45
S -2.64 4.89 2.06
O -3.11 3.64 2.59
O -2.96 6.04 2.87
C -3.64 5.03 0.41
F -3.31 4.06 -0.41
F -4.92 4.96 0.76
F -3.46 6.27 -0.18
```

E_HOMO (eV): -17.3
Electronic energy (a.u.): -8187.65580
Net charge: +5
Max |F| (eV Å⁻¹): 9.39
LUMO energy (Ha): -0.4932

***

> The lowest E_HOMO belongs to which entry?

C48H112F18N11O20S6